ORCA calculation (ωB97M-V/def2-TZVPD) on C54H99B4F16N18Zn as an isolated structure in a non-equilibrium geometry.

Last column: Mulliken charge in e.
Geometry (Å):
C -3.9460 4.6418 -1.2449  -0.49
C -5.6879 3.4888 -2.5836  -0.41
C 2.3108 4.2136 -4.6600  -0.34
N -5.6596 -1.0039 2.8483  0.35
H 8.5399 -2.9578 5.1803  0.42
H 3.5096 -3.0289 -2.4276  0.13
H -2.0662 5.0253 1.6476  0.32
H -1.6578 -9.1659 -0.2097  0.34
C -6.8816 -1.4115 4.6871  -0.57
H -2.2506 -0.9326 -7.4001  0.41
C 5.3175 -2.6233 8.7455  -0.94
C -5.5471 -1.4915 -3.0508  -1.08
N -4.6486 -0.8429 -5.0731  0.38
N 0.1319 4.4712 -4.4532  0.61
C 3.0799 0.1685 3.0143  0.30
H -7.5850 4.0298 -1.8474  0.33
H -3.4144 -0.7827 -3.3993  1.09
H 5.9363 -2.7522 7.8575  0.01
H 1.7142 -4.8174 -1.9744  0.33
F 0.5335 3.6784 -0.9482  0.31
C 7.7188 -2.2716 4.9730  -0.79
H -0.6209 -4.1196 -0.8602  0.79
H -3.5141 0.6593 -5.7778  0.32
C 4.8494 -1.5721 3.4581  -0.53
N 1.4356 -1.3342 6.4155  0.27
F -0.1331 0.6928 2.2846  -0.16
H -6.6062 5.3973 -2.2066  0.35
H 6.5143 -2.1129 -6.8987  0.31
H 4.4551 -1.9867 4.3740  0.52
H -3.7659 -9.3039 1.2236  0.39
H 8.1544 -2.4239 -6.4534  0.35
B -1.1248 -0.1543 -2.0793  -0.80
C -6.5988 -0.0628 2.9344  -0.26
H -1.7841 -1.1907 -5.7766  0.21
H -1.9561 3.3510 -5.9055  0.24
H -3.8200 5.4640 -1.9337  0.57
C -3.3476 -8.3538 0.8914  -1.41
C 3.9778 6.9050 0.4614  -0.41
F -1.7505 -0.5049 3.4334  -0.39
H -6.6142 -1.0950 -6.0968  0.45
H -5.0774 3.7312 -3.4534  0.15
H -4.9167 -1.8350 1.0351  0.45
C -5.7700 -1.8417 3.8958  -0.29
B 1.0122 -1.9177 0.6397  0.30
C 6.3298 -3.8647 -2.9193  -0.33
H -3.6766 3.1888 1.6706  0.71
N -1.1640 -7.2421 0.1731  0.17
H -9.2569 -0.4065 4.8292  0.36
H 2.9417 0.2923 6.5858  0.47
F 0.5471 3.4262 1.2761  -0.30
H 4.0710 7.9754 0.3525  0.48
C 1.2518 -2.5804 7.0547  -0.50
H 0.4084 -1.3546 4.5041  0.28
H -2.7840 -2.3519 -6.6737  0.36
H 2.3757 -6.4011 -1.5067  0.43
C -1.8166 -8.4754 0.6187  -0.13
C 2.3445 -2.7624 7.8264  -0.38
H 0.5631 0.2665 5.3605  0.41
H 4.2246 -1.0384 9.5377  0.28
H -3.8450 -8.1150 -0.0487  0.39
H -1.5155 5.4993 0.0548  0.19
H -8.3308 0.9376 5.4249  0.34
N 1.8784 3.0946 -3.9791  0.55
H -1.1954 -8.8599 1.4276  0.38
C -5.9793 -1.2291 -5.2335  -0.20
C -2.6366 -1.2958 -6.4477  -1.04
H -5.1431 -2.7185 3.9643  0.48
H -8.4819 -1.4726 -3.2187  0.34
F 1.3532 -2.6336 -0.5075  -0.32
H 8.0387 -1.2360 4.8576  0.36
N -7.3894 -0.2836 4.0465  0.22
H -7.4280 4.5287 -3.4947  0.41
H 1.0917 6.2037 -1.6325  0.01
B 0.3005 2.8241 0.0405  0.20
C -4.8901 2.9336 -0.2646  -0.91
C 1.7263 6.9390 -2.1273  -0.55
F 1.4674 -2.5377 1.7125  -0.30
H 6.6176 -3.7288 3.6981  0.34
C -6.8612 4.4026 -2.5722  -1.16
H 4.8365 -3.5578 9.0344  0.38
C -2.4053 5.3727 0.6717  -0.85
N -3.3797 4.4786 0.0627  0.27
F -1.4843 0.7899 -3.0032  -0.26
C 1.8155 -5.5333 -1.1587  -0.82
H 4.9502 -0.4661 -2.0176  0.37
H 3.3998 3.6960 2.8493  0.41
C 1.2006 5.0368 -5.0596  -0.83
C -0.5829 -5.1325 -0.4874  -0.75
H 2.7095 -3.5496 8.4694  0.40
F -2.1055 0.3212 1.3940  -0.47
N 4.3758 -0.4851 2.7753  0.52
H 3.3856 2.7394 1.4143  -0.48
H 7.2275 -3.8313 -6.8763  0.34
H 0.4190 -3.2077 6.7733  0.48
H 2.3791 -5.0941 -0.3355  0.26
H 2.3382 -0.6135 3.1772  0.12
H -3.6126 -7.7447 1.7556  0.37
H 3.6452 -0.9284 -3.2331  0.46
C 0.5010 3.2695 -3.8630  -1.16
H -10.1585 1.6485 3.8493  0.37
C 5.6616 -2.3435 -4.3661  -0.24
H -3.0179 4.7964 -5.6757  0.48
H -2.6141 -5.8137 0.4421  0.54
H 3.9183 7.5298 -2.1591  0.48
H -1.5740 4.7430 -3.5579  0.00
F -1.9204 -0.0091 -0.9796  0.02
H 3.1337 2.0484 -2.6417  0.23
C 0.0780 -7.2571 -0.4098  -0.30
H -4.3868 -0.2499 -7.0099  0.34
H -2.8762 6.3418 0.8366  0.44
N 6.7277 -3.0008 -4.9716  0.13
C -7.8097 -2.1466 -3.7496  -0.87
H 1.1710 5.9247 -5.6736  0.57
C -3.9447 3.3962 0.6451  -0.26
N -4.8754 3.6896 -1.3646  0.39
N 0.5127 -5.9673 -0.7411  0.26
H 5.1018 -0.5972 8.0952  0.34
C -9.2604 1.2222 3.4023  -1.28
N 3.7945 4.8195 1.0636  0.35
H -4.6462 -0.2413 1.1457  0.00
H -7.7065 -3.0150 -3.0989  0.39
C 7.1765 -2.7964 3.6182  -0.45
H 4.6673 -2.7340 -1.1355  0.42
H -1.5920 4.8127 -6.6840  0.40
H 3.3571 1.6159 -4.3101  0.52
C 3.8695 3.6032 1.8700  -0.33
H -9.5478 0.6374 2.5285  0.38
H 7.4079 -0.8636 1.5952  0.50
F -1.1995 -1.3885 -2.6088  -0.30
C 2.5811 -0.6877 6.8613  -0.17
H 4.9435 3.4535 1.9809  0.57
F -0.9727 2.3310 0.0035  -0.83
C 4.4560 -1.3638 8.5234  -0.34
Zn -0.3706 0.4069 0.2845  2.20
N -6.5164 -1.6448 -4.0063  0.18
C -1.6032 -5.9406 0.0837  -0.75
F 0.1665 0.0454 -1.6153  0.49
H -1.2359 6.1186 -4.6072  0.39
H -5.7767 -1.5507 -1.9971  0.73
C -4.4130 -1.0348 -3.7244  -0.99
C 6.9814 -4.0477 -4.1053  -0.50
H -8.2752 -2.5359 -4.6551  0.36
C -1.1782 5.0328 -4.5313  -0.23
C 0.3956 -0.8071 5.4465  -1.27
H 3.2405 4.0289 -0.8635  0.55
C 3.4360 4.9202 -0.2859  -0.49
N 3.5617 6.1986 -0.6524  0.12
H -6.6918 0.7692 2.2522  0.36
C 5.3069 -0.1341 1.8416  -0.11
C 7.1518 -2.8493 -6.4094  -0.75
H 1.7849 1.2141 -3.4506  0.02
B -1.5209 0.5299 2.5864  0.05
C -3.7939 -0.3437 -6.1000  -0.49
H 7.9705 -2.8266 2.8721  0.30
F 1.0642 1.7293 -0.0147  -0.10
H 5.1541 0.6912 1.1620  0.64
H 6.3436 -4.5402 -2.0768  0.44
H -3.7575 -1.4592 2.3270  0.29
F 1.4803 -0.6898 0.5947  0.10
N 6.1780 -1.7537 3.1168  0.23
F -0.3813 -1.7371 0.6790  -0.36
C 4.0062 -0.9775 -2.2058  -1.00
H -5.9346 2.4435 -2.7691  0.30
H 7.6199 -4.8464 -4.4530  0.46
H 4.1577 6.3316 2.6059  0.44
H -7.3351 -1.8480 5.5647  0.47
H -0.5798 -1.0064 5.8903  0.58
H 0.6439 -8.1689 -0.5311  0.43
H 3.1414 0.6769 3.9765  0.22
C -4.6476 -1.1104 1.8036  -0.80
H 1.4024 7.9447 -1.8597  0.48
C 4.3897 -2.4487 -2.1503  -0.33
N 5.4579 -2.7942 -3.0645  0.35
H -0.0646 2.6695 -3.1655  0.64
C 6.4407 -0.8929 2.0749  -0.96
H 1.4643 6.8000 -3.1761  0.13
C 3.2366 6.7046 -1.9530  -0.56
C 2.6028 1.9219 -3.5852  -0.63
H -5.5042 2.0464 -0.2183  0.57
F -2.0572 1.6669 3.1662  -0.34
C -1.9942 4.4287 -5.7465  -1.26
H 3.2251 -0.6087 -1.5411  -0.01
C 4.1131 6.0855 1.5552  -0.40
C -8.5414 0.3580 4.5262  -0.27
H 5.2025 -1.4764 -4.8176  0.33
H 7.0456 -2.2604 5.8302  0.03
H 3.3232 4.1773 -5.0343  0.58
H 3.4393 5.8870 -2.6449  0.18
H -8.6896 2.0405 2.9634  0.35
H 2.8134 0.8772 2.2303  -0.74
H 6.0730 -2.4508 9.5119  0.39
N 3.1974 -1.6087 7.7222  0.28

Force components x, y, z for each atom (eV/Å):
0.614 -0.487 3.340
0.542 0.314 -1.304
-0.713 0.574 -1.846
-0.750 0.966 -0.296
0.248 0.434 0.439
0.055 -0.227 0.130
-0.260 -0.409 -0.162
-0.229 -0.134 0.037
2.233 -0.235 -2.485
0.073 0.199 -0.108
0.657 0.249 -0.867
1.539 1.026 -1.600
-5.477 -2.290 2.261
2.018 -1.976 0.259
0.041 -0.528 0.968
-0.173 0.026 0.080
-0.176 -0.188 0.457
-0.195 -0.584 -0.190
-0.010 -0.048 0.146
0.448 1.501 -2.192
0.196 -0.571 -0.794
0.143 0.009 0.431
0.537 -0.125 -0.237
2.336 1.420 0.183
0.256 0.832 0.235
0.733 0.053 0.385
0.204 0.063 -0.216
-0.267 -0.530 -0.015
-0.410 -0.124 -0.301
0.436 -0.373 -0.356
0.052 -0.032 0.372
-0.444 -0.638 -2.002
-1.491 0.305 1.342
-0.193 -0.157 0.330
-0.044 -0.089 0.758
0.271 -0.056 0.192
0.978 -0.435 0.177
-0.197 0.863 0.070
0.356 -1.275 0.513
0.317 -0.269 -0.243
0.464 0.139 0.209
-0.313 -0.752 0.514
-2.253 -0.249 2.244
-0.975 -2.820 -1.403
-0.271 -0.555 -0.831
-0.109 -0.576 -0.135
3.143 1.875 -2.364
0.093 -0.087 -0.043
-0.120 -0.113 0.107
-0.061 0.343 0.130
0.130 -0.031 0.311
1.255 1.599 -0.967
0.404 0.204 0.010
-0.874 0.089 0.526
-0.085 0.024 -0.100
-0.870 -0.799 0.058
1.947 1.502 0.462
-0.200 -0.164 -0.289
-0.751 0.355 -0.253
-0.182 0.360 0.276
-0.191 -0.144 -0.156
0.194 0.191 -0.187
-3.609 3.473 -1.209
-0.464 0.074 0.335
0.366 -0.077 2.202
1.164 1.043 -0.483
-0.098 0.146 0.254
0.199 0.388 -0.339
0.098 -0.143 -0.579
0.478 -0.185 -0.089
3.836 -2.390 -1.460
0.458 -0.277 -0.213
0.370 -0.098 0.481
0.017 2.827 2.730
0.367 -1.449 1.980
-0.155 0.725 -0.389
0.804 -1.491 2.515
0.330 -0.039 -0.093
-1.570 0.455 1.000
-0.282 0.235 -0.185
0.272 0.785 0.285
-0.992 0.584 -3.478
-0.014 1.114 -0.827
0.852 -0.377 -0.544
-0.219 0.690 -0.366
0.023 0.522 -0.123
3.335 -2.361 1.633
-1.356 -1.990 0.757
-0.463 -0.092 -0.115
-1.406 -0.516 -2.256
0.301 -1.788 0.132
0.081 0.364 -0.482
-0.547 0.152 -0.028
0.111 0.040 0.300
-0.307 0.103 0.035
-0.151 0.153 -0.617
0.176 0.656 -0.382
0.057 1.102 -0.064
1.474 1.323 0.008
0.052 -0.023 -0.119
1.714 0.044 0.652
-0.021 -0.198 -0.046
0.147 0.797 -0.228
-0.422 0.126 -0.174
-0.770 0.164 -0.118
-1.690 -0.045 1.220
-0.202 0.216 0.115
0.093 1.534 0.743
-0.247 0.160 0.198
0.053 0.018 -0.098
-3.729 0.070 1.691
-1.806 -1.482 0.344
-0.030 -0.063 0.110
-0.925 0.489 -0.975
1.048 0.478 -1.063
-3.817 -2.270 1.395
-0.540 0.051 -0.447
0.387 -0.428 0.748
-1.301 0.705 -1.741
0.730 0.591 0.963
0.064 -0.067 -0.024
-1.256 1.617 1.172
0.283 -0.207 -0.173
0.053 0.345 0.056
-0.446 0.058 -0.293
0.549 -0.107 -0.073
-0.171 -0.475 0.299
-0.121 -0.019 0.001
-0.308 -1.392 -0.517
-1.051 -4.484 1.120
-0.086 -0.523 0.320
-2.708 0.018 -0.315
0.163 -1.081 1.261
-0.185 -1.554 0.801
3.087 2.043 -2.744
1.070 0.524 -0.431
1.888 0.452 -0.239
0.753 -0.086 0.042
0.259 -0.421 -0.180
0.379 0.285 0.537
1.213 0.199 -0.232
-0.014 0.346 -0.015
-2.404 -1.600 -0.409
0.621 -0.295 1.147
-0.205 0.403 -0.201
1.278 -0.260 3.085
0.507 -1.595 2.326
-0.160 -0.145 0.170
1.201 0.001 0.470
0.633 0.313 0.755
0.650 -0.653 0.052
-0.614 1.324 3.067
0.601 -0.671 -1.138
-0.191 -0.183 0.088
3.468 -2.098 -0.584
-0.001 -0.183 0.062
-0.112 0.289 0.049
0.365 0.728 -0.645
2.229 4.164 -0.455
-2.035 0.068 -1.215
-1.515 -0.058 -0.055
0.789 -0.594 -0.732
-0.036 -0.082 0.750
0.212 0.036 0.444
0.509 -0.141 -0.124
0.064 0.120 -0.070
0.096 0.288 0.066
0.209 0.173 0.016
0.172 0.367 -0.134
-0.508 -0.688 -0.491
0.052 -0.082 0.190
-1.428 -0.107 1.104
1.748 -0.069 -3.251
-0.463 0.032 -0.412
-0.728 0.275 0.090
0.281 0.303 -0.117
-0.840 -0.489 -1.041
-0.219 -0.556 0.627
-0.041 0.228 0.080
0.308 0.576 -0.203
0.558 0.851 0.340
0.040 -0.628 0.156
-1.139 -0.275 -2.093
-2.833 2.200 -0.992
-0.083 -0.135 0.167
-0.355 -0.433 -0.311
0.005 0.533 -0.001
0.561 0.103 -0.070
0.357 0.166 0.570
0.048 -0.483 0.021
-0.293 0.381 0.248
-1.658 1.047 -1.275

Results
spin multiplicity: 1
orbital gap: 9.3 eV
charge: +7